ORCA calculation (ωB97M-V with the def2-TZVPD basis set) on a cluster of 11 separate species, C52H88O26P2 in total.

Gap between HOMO and LUMO ... 7.5 eV
E_HOMO ... -7.3 eV
E_tot ... -4673.094652 Ha
LUMO level ... 0.256 eV

CARTESIAN COORDINATES (ANGSTROEM)
C (0.067, 1.820, 7.628)
C (0.448, 1.190, 6.475)
C (1.610, 1.594, 5.806)
C (2.454, 2.507, 6.439)
C (2.079, 3.139, 7.614)
C (0.833, 2.794, 8.169)
O (0.437, 3.507, 9.265)
O (1.965, 0.911, 4.672)
H (-0.834, 1.484, 8.122)
H (-0.313, 0.536, 6.069)
H (3.333, 2.823, 5.893)
H (2.728, 3.915, 7.995)
H (1.039, 4.137, 9.663)
H (1.197, 0.845, 4.088)
C (-4.180, -1.766, 1.803)
C (-4.805, -3.003, 1.618)
C (-4.316, -4.030, 2.401)
C (-3.238, -3.886, 3.300)
C (-2.701, -2.605, 3.450)
C (-3.194, -1.559, 2.721)
O (-2.593, -0.319, 2.849)
O (-4.994, -5.224, 2.447)
H (-4.422, -0.968, 1.113)
H (-5.591, -3.109, 0.884)
H (-2.922, -4.723, 3.903)
H (-1.879, -2.474, 4.141)
H (-3.188, 0.440, 2.958)
H (-5.549, -5.316, 1.668)
C (-5.052, 1.391, -0.368)
C (-4.231, 0.898, -1.383)
C (-4.752, 0.579, -2.620)
C (-6.118, 0.846, -2.909)
C (-6.923, 1.297, -1.877)
C (-6.388, 1.562, -0.626)
O (-7.228, 1.878, 0.401)
O (-3.975, 0.064, -3.635)
H (-4.735, 1.563, 0.651)
H (-3.184, 0.722, -1.176)
H (-6.546, 0.671, -3.887)
H (-7.961, 1.467, -2.131)
H (-8.163, 1.941, 0.200)
H (-4.444, 0.150, -4.468)
C (5.541, 1.277, 1.669)
C (5.626, 0.093, 0.957)
C (6.584, -0.046, -0.043)
C (7.470, 0.937, -0.383)
C (7.346, 2.139, 0.306)
C (6.351, 2.351, 1.299)
O (6.276, 3.623, 1.874)
O (6.653, -1.239, -0.687)
H (4.845, 1.413, 2.487)
H (4.908, -0.691, 1.155)
H (8.183, 0.803, -1.182)
H (8.012, 2.956, 0.062)
H (5.846, 3.660, 2.732)
H (6.538, -1.988, -0.088)
C (2.344, 0.692, -0.221)
C (1.863, 0.598, 1.063)
C (0.488, 0.768, 1.276)
C (-0.370, 1.083, 0.246)
C (0.142, 1.335, -1.023)
C (1.475, 1.077, -1.284)
O (1.940, 1.063, -2.554)
O (0.101, 0.541, 2.556)
H (3.366, 0.398, -0.413)
H (2.476, 0.204, 1.862)
H (-1.369, 1.334, 0.581)
H (-0.597, 1.666, -1.740)
H (1.266, 1.270, -3.212)
H (-0.801, 0.225, 2.700)
C (-0.343, -5.223, 5.431)
O (-1.059, -4.029, 5.740)
P (-0.282, -2.739, 6.262)
O (-1.173, -1.601, 6.542)
O (0.370, -3.211, 7.637)
C (1.208, -2.356, 8.442)
O (0.995, -2.531, 5.282)
C (0.844, -2.368, 3.877)
H (0.643, -5.099, 4.977)
H (-1.008, -5.819, 4.812)
H (-0.015, -5.703, 6.356)
H (0.560, -1.566, 8.826)
H (1.938, -1.794, 7.859)
H (1.559, -2.994, 9.248)
H (1.735, -1.882, 3.477)
H (0.004, -1.812, 3.467)
H (0.908, -3.342, 3.385)
C (0.601, 5.353, -5.506)
O (-0.597, 4.611, -5.607)
P (-1.068, 3.492, -4.524)
O (-0.016, 2.497, -4.168)
O (-1.662, 4.325, -3.246)
C (-2.954, 4.928, -3.324)
O (-2.396, 2.909, -5.252)
C (-2.236, 2.158, -6.474)
H (0.405, 6.423, -5.543)
H (1.361, 5.044, -6.223)
H (1.058, 5.185, -4.528)
H (-3.672, 4.455, -2.652)
H (-3.382, 4.749, -4.309)
H (-2.811, 5.966, -3.030)
H (-1.500, 1.376, -6.287)
H (-1.856, 2.809, -7.261)
H (-3.233, 1.782, -6.693)
C (-5.611, 1.250, 3.506)
O (-4.269, 1.635, 3.560)
C (-4.031, 3.022, 3.650)
C (-4.013, 3.747, 2.301)
O (-2.881, 3.356, 1.590)
C (-2.605, 4.280, 0.549)
H (-5.732, 0.402, 4.182)
H (-5.913, 0.847, 2.536)
H (-6.338, 2.026, 3.749)
H (-3.085, 3.134, 4.182)
H (-4.715, 3.563, 4.310)
H (-4.039, 4.810, 2.559)
H (-4.888, 3.464, 1.707)
H (-3.474, 4.674, 0.013)
H (-1.988, 3.792, -0.205)
H (-2.115, 5.182, 0.924)
C (3.032, -2.982, -0.062)
O (4.230, -3.017, 0.677)
C (4.490, -4.313, 1.120)
C (5.898, -4.326, 1.743)
O (6.790, -3.610, 0.907)
C (8.134, -3.804, 1.338)
H (2.714, -1.979, -0.342)
H (2.204, -3.504, 0.427)
H (3.157, -3.464, -1.038)
H (4.479, -4.956, 0.234)
H (3.749, -4.631, 1.858)
H (6.178, -5.368, 1.904)
H (5.866, -3.713, 2.648)
H (8.294, -3.113, 2.169)
H (8.789, -3.542, 0.509)
H (8.356, -4.823, 1.658)
C (0.002, -4.037, -5.522)
O (0.231, -2.927, -4.688)
C (-0.886, -2.467, -3.906)
C (-0.474, -2.126, -2.476)
O (-1.465, -2.702, -1.612)
C (-1.300, -2.443, -0.223)
H (0.661, -3.931, -6.385)
H (-0.982, -4.103, -5.991)
H (0.248, -4.919, -4.928)
H (-1.727, -3.159, -3.956)
H (-1.293, -1.509, -4.242)
H (-0.435, -1.041, -2.361)
H (0.482, -2.558, -2.170)
H (-2.045, -3.071, 0.259)
H (-1.496, -1.371, -0.137)
H (-0.303, -2.583, 0.205)
C (1.322, 0.089, -5.966)
O (1.357, 0.929, -7.134)
C (0.785, 0.344, -8.294)
C (1.354, 1.020, -9.570)
O (1.291, -0.008, -10.583)
C (1.653, 0.522, -11.843)
H (1.808, 0.787, -5.287)
H (1.886, -0.832, -6.120)
H (0.339, -0.216, -5.602)
H (-0.302, 0.305, -8.377)
H (1.224, -0.655, -8.374)
H (2.363, 1.438, -9.531)
H (0.763, 1.909, -9.816)
H (2.647, 0.968, -11.927)
H (0.988, 1.362, -12.074)
H (1.433, -0.277, -12.549)